{"formula": "C28H28N4O4", "method": "the ωB97M-V functional and the def2-TZVPD basis", "smiles": "COc1ccccc1CCC(=O)N(Cc1ccccc1)c1c(N)n(Cc2ccccc2)c(=O)[nH]c1=O", "homo_lumo_gap_ev": 8.85, "largest_force_ev_per_a": 0.75, "e_above_lowest_kcal_mol": 1.5, "total_charge": 0, "e_homo_ev": -8.2951, "e_tot_ev": -43643.3740, "species": ["C", "O", "C", "C", "C", "C", "C", "C", "C", "C", "C", "O", "N", "C", "C", "C", "C", "C", "C", "C", "C", "C", "N", "N", "C", "C", "C", "C", "C", "C", "C", "C", "O", "N", "C", "O", "H", "H", "H", "H", "H", "H", "H", "H", "H", "H", "H", "H", "H", "H", "H", "H", "H", "H", "H", "H", "H", "H", "H", "H", "H", "H", "H", "H"], "xyz": [[5.95653, 3.12951, -0.49743], [4.78153, 2.55438, -1.00995], [4.86087, 1.35014, -1.64350], [6.03826, 0.64622, -1.85143], [6.01215, -0.57093, -2.51449], [4.81736, -1.08697, -2.97095], [3.63905, -0.38420, -2.76203], [3.63643, 0.82974, -2.10152], [2.40258, 1.64715, -1.83622], [1.08719, 0.99294, -2.26680], [-0.05488, 1.88267, -1.82409], [-0.57364, 2.70186, -2.55569], [-0.45720, 1.72502, -0.53319], [-1.43840, 2.64377, 0.04246], [-2.68180, 1.87436, 0.39018], [-2.86576, 1.36356, 1.66861], [-3.95869, 0.56387, 1.95408], [-4.87222, 0.25591, 0.96086], [-4.69802, 0.76250, -0.31668], [-3.60852, 1.56719, -0.60060], [-0.00789, 0.70017, 0.33851], [-0.57480, -0.55101, 0.26722], [-1.44118, -0.87944, -0.73330], [-0.20569, -1.54163, 1.13939], [-0.74934, -2.88836, 1.00962], [-2.19378, -2.95978, 1.43741], [-2.54497, -2.57804, 2.72661], [-3.86288, -2.64283, 3.13950], [-4.84472, -3.08309, 2.26711], [-4.50264, -3.46579, 0.98226], [-3.18244, -3.40541, 0.56870], [0.69858, -1.31574, 2.16971], [1.00985, -2.18147, 2.95457], [1.19894, -0.04919, 2.22841], [0.91922, 1.03299, 1.38577], [1.42876, 2.11301, 1.59521], [6.67790, 3.35022, -1.29157], [5.64424, 4.06011, -0.02613], [6.42763, 2.48590, 0.25284], [6.98269, 1.03513, -1.50447], [6.93544, -1.10850, -2.67189], [4.79492, -2.03286, -3.49094], [2.71334, -0.79850, -3.12985], [2.37181, 1.87800, -0.76805], [2.50670, 2.60704, -2.35002], [0.99548, -0.00034, -1.82822], [1.04939, 0.91824, -3.35443], [-0.99891, 3.11150, 0.92768], [-1.63602, 3.40238, -0.71761], [-2.15110, 1.60059, 2.44395], [-4.09733, 0.17842, 2.95266], [-5.72068, -0.37317, 1.18402], [-5.41399, 0.53245, -1.09200], [-3.46840, 1.96621, -1.59542], [-2.13884, -1.57905, -0.53224], [-1.78426, -0.08677, -1.25829], [-0.14059, -3.51451, 1.66981], [-0.62199, -3.22702, -0.02213], [-1.77526, -2.24570, 3.40706], [-4.12453, -2.35781, 4.14762], [-5.87312, -3.13604, 2.59148], [-5.26208, -3.81703, 0.29983], [-2.91936, -3.73149, -0.42929], [1.85908, 0.12953, 2.97724]], "nbo_charge": [-0.25, -0.50, 0.29, -0.29, -0.20, -0.24, -0.22, 0.02, -0.44, -0.49, 0.70, -0.63, -0.45, -0.25, -0.03, -0.23, -0.14, -0.24, -0.21, -0.23, -0.15, 0.48, -0.80, -0.44, -0.27, 0.03, -0.22, -0.20, -0.20, -0.20, -0.25, 0.80, -0.63, -0.64, 0.65, -0.61, 0.17, 0.20, 0.18, 0.22, 0.21, 0.21, 0.21, 0.24, 0.23, 0.22, 0.23, 0.22, 0.25, 0.21, 0.20, 0.22, 0.21, 0.23, 0.41, 0.42, 0.27, 0.22, 0.23, 0.22, 0.22, 0.22, 0.21, 0.43]}